Entry from the OMol25 dataset: C25H4F15GeNO4SW as an isolated structure at a distorted geometry (the ωB97M-V functional and the def2-TZVPD basis).

Values from the calculation:
total charge = +2
molar mass = 955.8 g/mol
relative energy (zero: lowest compared OMol25 entry of this formula, charge and spin) = 37.3 kcal/mol
LUMO level = -9.45 eV
E_HOMO = -14.65 eV

Last column: Mulliken charge in e.
CARTESIAN COORDINATES (ANGSTROEM)
W -0.09841 -1.53707 -0.80641  1.11
O -3.51459 -3.66498 -0.28111  -0.38
C -2.32287 -3.24215 -0.21145  0.54
O -1.93252 -2.19947 -0.83091  -0.54
C -1.28022 -3.90807 0.54343  0.60
C -1.33080 -4.98400 1.42092  -0.52
C -0.17425 -5.33537 2.09972  -0.44
C 1.01324 -4.63184 1.88105  -0.59
C 0.99941 -3.60923 0.95664  0.71
N -0.11904 -3.25589 0.31020  -0.03
C 2.14058 -2.72637 0.50594  0.12
O 3.22461 -2.67693 0.95620  -0.42
O 1.67267 -1.92238 -0.50347  -0.37
H -4.10190 -3.12354 -0.84626  0.44
H -2.26755 -5.50962 1.55645  0.57
H -0.17937 -6.15787 2.80286  0.50
H 1.92263 -4.87793 2.41430  0.56
F 0.57838 3.82273 -2.57451  -0.31
C -0.51799 3.13724 -2.86075  0.11
C -0.79191 1.96528 -2.17586  0.05
C -1.97899 1.31724 -2.48172  -0.02
F -2.26032 0.18720 -1.75640  -0.11
C -2.87522 1.75444 -3.42465  -0.11
F -4.00452 1.10121 -3.66124  -0.27
C -2.56018 2.92141 -4.12058  0.67
F -3.39104 3.36940 -5.03463  -0.26
C -1.38494 3.60734 -3.84290  0.06
F -1.09441 4.70413 -4.51517  -0.25
Ge 0.26249 0.92970 -0.87613  0.88
S 0.09772 -1.69375 -3.03990  -0.04
C -0.68775 1.43834 0.82721  -0.38
C -0.65637 2.74538 1.28048  0.90
F -0.09484 3.66012 0.48669  -0.29
C -1.15672 3.10037 2.52656  -0.03
F -1.10251 4.34662 2.94720  -0.24
C -1.69257 2.11035 3.34711  0.74
F -2.14118 2.41063 4.54670  -0.26
C -1.74466 0.78833 2.91335  -0.48
F -2.23872 -0.17101 3.68890  -0.28
C -1.24093 0.50724 1.66539  0.09
F -1.21878 -0.83557 1.22854  0.27
C 2.10891 1.36537 -0.30380  0.21
C 3.07650 2.06358 -1.00842  -0.01
F 2.75943 2.58529 -2.18612  -0.32
C 4.37540 2.18053 -0.52756  0.11
F 5.28379 2.85380 -1.20476  -0.26
C 4.71703 1.57947 0.67541  0.71
F 5.93617 1.69514 1.15077  -0.26
C 3.77937 0.83421 1.39173  0.13
F 4.12136 0.24638 2.52694  -0.29
C 2.51036 0.73844 0.87564  0.06
F 1.57605 -0.00389 1.54840  -0.40

Forces on atoms 1 to 3 (eV/Å):
W 0.93 -0.03 -7.65
O -0.26 -0.36 0.25
C 0.03 1.02 -0.85